[1]
ORCA calculation (ωB97M-V with the def2-TZVPD basis set) on a structure of composition C27H10B2CoF17GeN6S.

Each line ends with the Löwdin charge.
Element x y z (Å)
Co (-0.157, 0.324, 0.014)  -0.1096
C (2.087, -1.251, -3.246)  -0.0257
C (2.107, -0.143, -2.413)  -0.0145
N (1.970, -0.559, -1.145)  0.0968
N (1.900, -1.908, -1.137)  0.0719
C (1.950, -2.340, -2.404)  -0.0399
B (1.405, -2.697, 0.098)  -0.4921
N (1.774, -1.893, 1.349)  0.0502
C (1.686, -2.296, 2.631)  -0.0585
C (1.627, -1.185, 3.449)  -0.0461
C (1.679, -0.087, 2.599)  -0.0388
N (1.737, -0.531, 1.323)  0.0699
N (-0.135, -2.720, 0.032)  -0.0295
C (-0.973, -3.769, -0.093)  -0.1003
C (-2.261, -3.283, -0.130)  -0.0690
C (-2.114, -1.893, -0.023)  -0.1305
N (-0.828, -1.570, 0.078)  0.0041
H (2.147, -1.264, -4.320)  0.0985
H (2.202, 0.907, -2.630)  0.1433
H (1.859, -3.391, -2.621)  0.1287
H (1.837, -3.812, 0.123)  0.1187
H (1.644, -3.345, 2.870)  0.1219
H (1.554, -1.175, 4.522)  0.0955
H (1.678, 0.969, 2.805)  0.1249
H (-0.591, -4.777, -0.140)  0.1076
H (-3.178, -3.840, -0.223)  0.0835
H (-2.862, -1.119, -0.017)  0.0812
F (3.716, 0.355, 0.244)  0.1511
B (2.335, 0.242, 0.132)  -1.0068
F (1.743, 1.505, 0.092)  0.1141
F (-4.720, 5.457, 0.379)  0.0933
C (-5.232, 4.237, 0.615)  -0.2364
C (-4.421, 3.126, 0.435)  -0.1185
C (-5.005, 1.897, 0.699)  -0.2256
F (-4.296, 0.776, 0.595)  0.0772
C (-6.326, 1.772, 1.089)  -0.1427
F (-6.861, 0.571, 1.324)  0.1135
C (-7.105, 2.905, 1.240)  -0.1409
F (-8.377, 2.797, 1.615)  0.1219
C (-6.551, 4.151, 1.008)  -0.1443
F (-7.305, 5.246, 1.167)  0.1091
Ge (-2.533, 3.400, -0.169)  0.6736
S (-1.553, 1.673, -1.019)  0.3262
C (-1.913, 4.624, 1.298)  -0.1005
C (-1.673, 5.989, 1.215)  -0.2222
F (-1.811, 6.647, 0.063)  0.1045
C (-1.323, 6.744, 2.320)  -0.1438
F (-1.082, 8.054, 2.204)  0.1112
C (-1.229, 6.148, 3.564)  -0.1432
F (-0.880, 6.865, 4.627)  0.1251
C (-1.515, 4.800, 3.695)  -0.1460
F (-1.468, 4.233, 4.904)  0.1129
C (-1.844, 4.075, 2.570)  -0.2331
F (-2.128, 2.773, 2.711)  0.0804
C (-2.641, 4.514, -1.834)  -0.1554
C (-3.737, 4.614, -2.670)  -0.2123
F (-4.936, 4.158, -2.269)  0.0903
C (-3.659, 5.169, -3.935)  -0.1437
F (-4.741, 5.251, -4.721)  0.1053
C (-2.446, 5.642, -4.397)  -0.1408
F (-2.357, 6.182, -5.615)  0.1145
C (-1.323, 5.554, -3.592)  -0.1409
F (-0.152, 6.017, -4.044)  0.1097
C (-1.437, 4.979, -2.344)  -0.2600
F (-0.331, 4.863, -1.598)  0.0813

Forces on atoms 1 to 2 (eV/Å):
-0.23 -0.43 0.49
-0.02 -0.07 -0.19

## Properties
Total charge: -1
Multiplicity: 2
F_max, eV/Å: 0.73
Electronic energy, a.u.: -6968.910059
Highest occupied orbital energy (alpha / beta), hartree: -0.079 / -0.070

***

[2]
ORCA calculation (ωB97M-V with the def2-TZVPD basis set) on the molecule C4HF3 in a non-equilibrium geometry.

Each line ends with the Löwdin charge.
Element x y z (Å)
C (2.797, 0.807, 0.216)  0.1499
C (1.533, 0.636, 0.086)  -0.1810
C (0.212, 0.584, -0.133)  0.0474
C (-0.767, -0.577, -0.013)  -0.6623
F (-1.328, -0.544, 1.217)  0.1345
F (-1.747, -0.668, -0.838)  0.1983
F (-0.091, -1.780, -0.114)  0.0989
H (-0.609, 1.541, -0.421)  0.2143

Forces on atoms 1 to 2 (eV/Å):
-0.03 -0.08 0.03
-2.14 -0.02 -0.46

## Properties
F_max, eV/Å: 4.17
Electronic energy, a.u.: -452.420230
Highest occupied orbital energy, hartree: -0.402

***

[3]
ORCA calculation (ωB97M-V with the def2-TZVPD basis set) on a structure of composition C25H49Cl3HoN5O3Si in a non-equilibrium geometry.

Each line ends with the Löwdin charge.
Element x y z (Å)
C (-3.160, -3.087, -1.441)  -0.0579
C (-2.123, -4.088, -1.065)  -0.2592
H (-3.156, -2.866, -2.515)  0.0758
H (-3.003, -2.152, -0.896)  0.0694
H (-4.161, -3.473, -1.191)  0.0907
C (-2.076, -5.299, -1.660)  -0.1281
C (-2.848, -5.674, -2.886)  -0.1052
H (-1.502, -6.128, -1.224)  0.1029
H (-2.739, -4.944, -3.700)  0.0736
H (-3.920, -5.815, -2.693)  0.0743
H (-2.494, -6.633, -3.282)  0.0660
Ho (-0.984, 0.883, 0.676)  1.0501
Cl (-3.449, 1.388, 0.537)  -0.1755
Cl (-1.303, -0.980, 2.355)  -0.0532
C (1.223, 1.004, 3.026)  -0.2926
O (0.944, 1.196, 1.802)  -0.2479
N (2.440, 0.718, 3.460)  -0.1563
C (3.604, 0.785, 2.571)  -0.0048
C (2.568, -0.037, 4.702)  -0.0235
H (0.433, 1.022, 3.793)  0.1354
H (3.657, 1.769, 2.086)  0.0955
H (3.586, -0.001, 1.802)  0.0924
H (4.478, 0.645, 3.207)  0.0867
H (1.871, 0.385, 5.438)  0.0972
H (3.601, 0.034, 5.051)  0.0894
H (2.298, -1.095, 4.545)  0.1096
H (-2.259, 3.637, -4.393)  0.0976
H (-0.862, 0.204, -3.612)  0.0781
C (-1.195, 3.380, -4.479)  -0.0263
C (-0.288, 1.050, -4.019)  -0.0095
N (-0.857, 2.319, -3.537)  -0.1478
H (-0.621, 4.297, -4.262)  0.0970
C (-1.100, 2.464, -2.244)  -0.2402
O (-0.808, 1.568, -1.391)  -0.2567
H (0.759, 0.963, -3.701)  0.1002
H (-1.568, 3.403, -1.912)  0.1556
H (-0.992, 3.020, -5.493)  0.0914
H (-0.326, 1.056, -5.109)  0.0913
O (-0.579, -2.379, -0.210)  -0.3505
C (-1.201, -3.657, 0.083)  -0.2990
C (0.615, -5.386, -0.424)  -0.1015
C (-0.195, -4.735, 0.514)  -0.1875
H (0.474, -5.153, -1.485)  0.0988
C (1.543, -6.347, -0.015)  -0.0805
H (-1.835, -3.376, 0.942)  0.1097
C (-0.115, -5.114, 1.867)  -0.0274
H (2.195, -6.805, -0.769)  0.1100
C (1.646, -6.702, 1.327)  -0.1017
C (0.795, -6.105, 2.267)  -0.0889
H (-0.787, -4.619, 2.577)  0.1140
H (2.364, -7.464, 1.635)  0.0959
H (0.846, -6.404, 3.326)  0.0988
Si (1.002, -2.244, -1.024)  -0.0691
Cl (0.179, -2.448, -2.918)  0.3808
C (2.497, -3.352, -1.621)  -0.2694
C (1.931, -2.480, 0.729)  -0.2146
C (1.427, -0.386, -1.011)  -0.2111
H (3.027, -3.857, -0.801)  0.0128
H (3.191, -2.659, -2.124)  0.0206
H (2.202, -4.135, -2.340)  -0.0043
H (0.709, 0.183, -1.613)  -0.0368
H (2.404, -0.227, -1.486)  0.0506
H (1.490, 0.072, -0.009)  -0.0106
H (1.969, -3.555, 0.943)  0.0008
H (1.406, -1.980, 1.557)  -0.0105
H (2.957, -2.091, 0.638)  0.0136
C (-2.965, 5.522, 2.139)  -0.0601
N (-1.767, 5.843, 1.391)  -0.1681
C (-1.884, 7.039, 0.580)  -0.0764
C (-0.831, 4.873, 1.088)  -0.4208
N (-1.079, 3.574, 1.194)  0.0607
N (0.374, 5.325, 0.649)  -0.1526
C (0.851, 6.683, 0.851)  -0.0646
C (1.352, 4.331, 0.279)  -0.0483
H (-3.442, 6.472, 2.384)  0.0888
H (-2.699, 5.015, 3.074)  0.1003
H (-3.683, 4.897, 1.583)  0.0979
H (-1.376, 7.878, 1.076)  0.0813
H (-1.476, 6.896, -0.431)  0.0953
H (-2.953, 7.284, 0.504)  0.0926
H (-2.043, 3.498, 1.520)  -0.0274
H (1.945, 6.658, 0.937)  0.0912
H (0.618, 7.330, -0.011)  0.0853
H (0.441, 7.135, 1.763)  0.0942
H (1.633, 3.705, 1.138)  0.0831
H (0.924, 3.679, -0.494)  0.0776
H (2.236, 4.844, -0.114)  0.0915

Forces on atoms 1 to 2 (eV/Å):
-0.24 0.48 -0.29
0.57 -1.19 0.00

## Properties
Multiplicity: 5
F_max, eV/Å: 4.42
Electronic energy, a.u.: -4099.784303
Highest occupied orbital energy (alpha / beta), hartree: -0.227 / -0.227

***

[4]
ORCA calculation (ωB97M-V with the def2-TZVPD basis set) on a cluster of 2 separate species, C2H8N2O in total in a non-equilibrium geometry.

Each line ends with the Löwdin charge.
Element x y z (Å)
C (-0.932, 0.146, -1.027)  -0.0422
C (-1.606, 0.418, 0.194)  -0.1825
N (0.698, -0.400, 0.163)  -0.2764
N (1.469, 0.758, 0.296)  -0.0178
O (1.563, -1.522, 0.543)  -0.0996
H (1.025, -2.304, 0.360)  0.0692
H (2.227, 0.734, -0.383)  0.0751
H (1.883, 0.791, 1.227)  0.0792
H (-1.109, -0.786, -1.550)  0.0708
H (-0.444, 0.941, -1.574)  0.0685
H (-1.677, 1.458, 0.495)  0.0647
H (-2.495, -0.171, 0.405)  0.0647
H (-0.603, -0.064, 0.851)  0.1264

Forces on atoms 1 to 2 (eV/Å):
0.25 -0.06 0.13
0.10 0.04 0.00

## Properties
F_max, eV/Å: 2.02
Electronic energy, a.u.: -265.535548
Highest occupied orbital energy, hartree: -0.294

***

Which value of F_max does entry 1 give?
0.73 eV/Å

***

Please write out number 2 again, unchanged.
ORCA calculation (ωB97M-V with the def2-TZVPD basis set) on the molecule C4HF3 in a non-equilibrium geometry.

Each line ends with the Löwdin charge.
Element x y z (Å)
C (2.797, 0.807, 0.216)  0.1499
C (1.533, 0.636, 0.086)  -0.1810
C (0.212, 0.584, -0.133)  0.0474
C (-0.767, -0.577, -0.013)  -0.6623
F (-1.328, -0.544, 1.217)  0.1345
F (-1.747, -0.668, -0.838)  0.1983
F (-0.091, -1.780, -0.114)  0.0989
H (-0.609, 1.541, -0.421)  0.2143

Forces on atoms 1 to 2 (eV/Å):
-0.03 -0.08 0.03
-2.14 -0.02 -0.46

## Properties
F_max, eV/Å: 4.17
Electronic energy, a.u.: -452.420230
Highest occupied orbital energy, hartree: -0.402

***

Which value of F_max does entry 1 give?
0.73 eV/Å